This record from OMol25 describes a molecular structure, C28H28Cl9N5. The level of theory is ωB97M-V/def2-TZVPD.

Results
ΔE to the lowest compared entry with this formula, charge and spin in kcal per mole: 65.3
Multiplicity: 1
LUMO energy in eV: 0.3
Frontier orbital gap in eV: 9.789
HOMO level in eV: -9.529

Each line ends with the Löwdin charge.
Positions of all 70 atoms, in Å:
N 4.52 -3.49 0.14  0.07
C 3.79 -4.34 0.87  -0.18
C 4.28 -5.45 1.44  -0.11
C 5.60 -5.80 1.24  -0.06
C 6.43 -4.88 0.59  -0.08
C 5.85 -3.75 0.10  -0.16
H 2.71 -4.30 0.91  0.11
H 3.58 -6.14 1.87  0.11
H 6.02 -6.67 1.73  0.10
H 7.44 -5.23 0.46  0.10
H 6.46 -3.22 -0.62  0.10
N -2.42 -7.06 -1.82  0.05
C -3.12 -6.34 -0.87  -0.12
C -3.58 -6.90 0.35  -0.07
C -3.34 -8.25 0.55  -0.09
C -2.55 -8.93 -0.37  -0.09
C -2.14 -8.32 -1.53  -0.17
H -3.31 -5.29 -1.04  0.09
H -4.21 -6.32 1.01  0.09
H -3.81 -8.76 1.38  0.10
H -2.39 -9.99 -0.24  0.10
H -1.63 -8.89 -2.30  0.10
N 0.94 -4.53 7.07  0.05
C 0.71 -3.29 6.50  -0.12
C -0.59 -2.90 6.27  -0.08
C -1.60 -3.87 6.46  -0.08
C -1.36 -5.14 6.98  -0.07
C -0.04 -5.35 7.35  -0.19
H 1.52 -2.60 6.31  0.10
H -0.75 -1.91 5.87  0.10
H -2.60 -3.68 6.10  0.10
H -2.22 -5.77 7.13  0.10
H 0.25 -6.26 7.86  0.10
N -4.09 3.39 4.14  0.04
C -3.95 4.06 2.96  -0.14
C -4.95 4.27 2.01  -0.10
C -6.17 3.69 2.23  -0.07
C -6.40 3.00 3.52  -0.03
C -5.27 2.83 4.39  -0.17
H -3.02 4.59 2.79  0.10
H -4.82 5.02 1.24  0.10
H -7.02 3.89 1.59  0.09
H -7.31 2.61 3.94  0.08
H -5.43 2.30 5.31  0.09
N -2.49 10.03 -6.66  0.05
C -2.88 11.07 -5.87  -0.15
C -3.61 10.92 -4.70  -0.09
C -3.70 9.64 -4.18  -0.06
C -2.97 8.61 -4.84  -0.07
C -2.64 8.78 -6.16  -0.16
H -2.77 12.07 -6.26  0.10
H -3.99 11.80 -4.21  0.10
H -4.19 9.44 -3.24  0.10
H -2.88 7.65 -4.35  0.09
H -2.27 8.04 -6.85  0.10
C 4.29 0.87 -7.72  -1.53
Cl 6.04 0.82 -7.69  0.53
Cl 3.52 2.47 -8.07  0.49
Cl 3.66 0.26 -6.17  0.49
H 3.94 0.17 -8.48  0.01
C 9.35 4.27 -2.91  -1.49
Cl 10.10 5.68 -2.28  0.56
Cl 7.95 3.71 -1.91  0.48
Cl 10.57 2.88 -3.16  0.44
H 8.97 4.59 -3.88  0.01
C 1.31 2.02 -0.56  -1.49
Cl 1.49 1.83 1.25  0.45
Cl 0.92 3.68 -1.13  0.49
Cl -0.01 0.95 -0.86  0.52
H 2.27 1.70 -0.97  0.02

***

This record from OMol25 describes a molecular structure, C28H28CoFI2N4O. The level of theory is ωB97M-V/def2-TZVPD.

Results
ΔE to the lowest compared entry with this formula, charge and spin in kcal per mole: 0.0
Multiplicity: 1
LUMO energy in eV: 0.0
Frontier orbital gap in eV: 7.655
HOMO level in eV: -7.608

Each line ends with the Löwdin charge.
Positions of all 65 atoms, in Å:
Co -0.63 0.67 -0.24  0.64
I 3.30 5.79 2.73  0.85
C 2.04 4.17 2.37  -0.74
C 0.73 4.21 2.81  -0.22
C -0.11 3.14 2.55  -0.63
I -2.07 3.16 3.24  0.96
C 0.34 2.02 1.85  -0.40
O -0.44 0.98 1.58  -0.20
C 1.69 1.99 1.45  -0.15
C 2.19 0.73 0.79  -0.10
N 1.36 0.38 -0.39  -0.09
C 1.77 -0.83 -1.09  -0.10
C 0.79 -1.06 -2.21  -0.22
C 1.06 -1.91 -3.28  0.00
C 0.11 -2.04 -4.28  -0.04
C -1.07 -1.32 -4.19  -0.05
C -1.26 -0.51 -3.09  -0.09
N -0.36 -0.39 -2.12  0.09
C 2.53 3.05 1.69  -0.11
H 0.36 5.07 3.35  0.08
H 2.15 -0.11 1.49  0.12
H 3.23 0.86 0.48  0.13
H 1.41 1.18 -1.03  0.12
H 1.76 -1.68 -0.39  0.13
H 2.78 -0.75 -1.49  0.14
H 2.00 -2.43 -3.32  0.12
H 0.30 -2.69 -5.12  0.11
H -1.83 -1.39 -4.96  0.11
H -2.16 0.08 -2.97  0.13
H 3.56 3.02 1.37  0.10
C -0.68 -2.12 3.54  -0.07
C 0.29 -1.97 2.36  -0.21
C -0.09 -2.85 1.21  -0.19
C 0.44 -4.13 1.11  -0.04
C 0.00 -5.02 0.15  -0.07
C -1.02 -4.63 -0.70  -0.05
C -1.58 -3.36 -0.64  -0.16
C -2.72 -3.07 -1.60  -0.21
C -4.01 -3.79 -1.22  -0.08
C -1.08 -2.45 0.30  -0.16
N -1.54 -1.10 0.32  0.04
C -2.80 -0.90 0.59  -0.04
C -3.33 0.39 0.36  -0.30
C -4.56 1.04 0.48  -0.04
C -4.36 2.33 -0.01  -0.10
C -3.01 2.42 -0.39  -0.14
N -2.41 1.25 -0.18  -0.03
H -0.38 -1.48 4.37  0.08
H -0.72 -3.15 3.89  0.08
H -1.68 -1.81 3.23  0.07
H 1.31 -2.21 2.69  0.11
H 0.26 -0.92 2.06  0.06
H 1.20 -4.43 1.82  0.11
H 0.42 -6.01 0.08  0.10
H -1.39 -5.33 -1.45  0.11
H -2.41 -3.39 -2.59  0.11
H -2.91 -2.00 -1.67  0.08
H -3.86 -4.87 -1.21  0.07
H -4.80 -3.57 -1.94  0.08
H -4.37 -3.50 -0.23  0.07
H -3.40 -1.72 0.96  0.14
H -5.48 0.62 0.87  0.10
H -5.08 3.12 -0.07  0.09
H -2.46 3.25 -0.80  0.11
F -0.11 2.26 -1.04  -0.37

***

This record from OMol25 describes 5 unconnected molecules or ions with the total composition C28H28F4O2S. The level of theory is ωB97M-V/def2-TZVPD.

Results
ΔE to the lowest compared entry with this formula, charge and spin in kcal per mole: 38.2
Multiplicity: 1
LUMO energy in eV: 0.5
Frontier orbital gap in eV: 9.720
Structure (SMILES): O=S1(=O)CCCC1.Fc1ccccc1.Fc1ccccc1.Fc1ccccc1.Fc1ccccc1
HOMO level in eV: -9.231

Each line ends with the Löwdin charge.
Positions of all 63 atoms, in Å:
O 37.43 7.14 37.27  -0.33
S 36.76 6.48 36.17  0.71
O 35.37 6.06 36.31  -0.32
C 37.03 7.32 34.55  -0.16
C 36.94 6.06 33.63  -0.22
C 37.39 4.78 34.33  -0.23
C 37.69 5.02 35.76  -0.18
H 38.06 7.96 34.66  0.17
H 36.28 7.88 34.31  0.02
H 35.86 5.72 33.35  0.15
H 37.61 6.18 32.74  0.09
H 38.25 4.45 33.81  0.09
H 36.70 4.04 34.21  0.08
H 38.48 5.20 35.98  -0.06
H 37.40 4.10 36.32  0.16
F 35.61 4.41 25.71  0.05
C 36.88 4.76 25.94  -0.26
C 37.66 5.20 24.81  -0.03
C 38.99 5.64 24.99  -0.10
C 39.57 5.80 26.30  -0.07
C 38.80 5.26 27.35  -0.10
C 37.52 4.74 27.20  -0.03
H 37.40 5.10 23.72  0.13
H 39.68 5.94 24.07  0.14
H 40.61 5.98 26.56  0.09
H 39.21 5.24 28.34  0.07
H 36.94 4.30 28.09  0.13
F 36.45 7.77 31.07  0.04
C 35.21 7.63 30.56  -0.24
C 35.14 6.59 29.50  0.03
C 33.80 6.29 28.92  -0.02
C 32.67 7.04 29.40  -0.10
C 32.85 7.85 30.44  -0.13
C 34.04 8.22 31.04  -0.02
H 36.10 6.20 29.52  0.05
H 33.70 5.46 28.18  0.10
H 31.74 6.74 28.96  0.10
H 32.03 8.40 30.92  0.11
H 34.20 9.01 31.68  0.09
F 37.87 4.60 30.43  0.12
C 37.44 3.51 30.86  -0.37
C 38.23 2.31 30.85  0.00
C 37.72 1.07 31.08  -0.09
C 36.33 0.91 31.36  -0.06
C 35.47 2.12 31.58  -0.01
C 36.09 3.42 31.20  -0.01
H 39.22 2.60 30.46  0.11
H 38.28 0.29 31.09  0.03
H 35.77 -0.09 31.64  0.13
H 34.45 2.10 32.02  0.10
H 35.40 4.14 31.11  0.05
F 41.32 7.48 28.84  0.03
C 41.12 6.60 29.87  -0.23
C 41.75 5.33 29.59  0.03
C 41.55 4.45 30.71  -0.07
C 40.83 4.72 31.92  -0.10
C 40.42 6.03 32.03  -0.11
C 40.52 6.99 31.06  -0.01
H 42.20 5.16 28.70  0.07
H 41.88 3.38 30.67  0.11
H 40.84 3.96 32.66  0.10
H 39.76 6.26 33.01  0.14
H 40.15 7.88 31.02  0.06

***

This record from OMol25 describes a molecular structure, C28H28F6N5O7S2Ti. The level of theory is ωB97M-V/def2-TZVPD.

Results
Multiplicity: 3
LUMO energy (spin up / spin down) in eV: 2.1 / 2.1
Charge: -1
Frontier orbital gap (spin up / spin down) in eV: 4.399 / 7.335
HOMO level (spin up / spin down) in eV: -2.269 / -5.228

Each line ends with the Löwdin charge.
Positions of all 77 atoms, in Å:
Ti 0.56 1.06 0.95  0.85
O -1.15 0.53 0.53  -0.29
C -1.81 -0.58 0.84  -0.34
C -3.05 -0.85 0.25  -0.04
C -3.85 -1.89 0.67  -0.11
C -3.44 -2.71 1.72  -0.13
C -2.19 -2.53 2.27  -0.07
C -1.32 -1.51 1.82  -0.18
C -0.02 -1.43 2.34  -0.13
N 0.89 -0.54 1.99  -0.15
C 2.22 -0.73 2.54  -0.20
C 3.18 -0.15 1.50  -0.19
N 2.58 1.11 1.15  -0.09
C 3.33 2.19 1.10  -0.07
C 2.79 3.49 1.17  -0.15
C 3.55 4.64 0.86  -0.05
C 3.04 5.90 1.05  -0.11
C 1.77 6.05 1.60  -0.07
C 1.00 4.95 1.92  -0.01
C 1.46 3.65 1.68  -0.31
O 0.74 2.60 1.97  -0.20
H -3.39 -0.17 -0.52  0.11
H -4.82 -2.05 0.21  0.09
H -4.10 -3.48 2.11  0.09
H -1.85 -3.17 3.07  0.10
H 0.27 -2.20 3.07  0.11
H 2.44 -1.79 2.74  0.11
H 2.31 -0.15 3.48  0.13
H 3.21 -0.83 0.63  0.12
H 4.20 -0.04 1.90  0.12
H 4.42 2.08 1.05  0.13
H 4.54 4.50 0.45  0.10
H 3.62 6.77 0.78  0.09
H 1.38 7.04 1.79  0.10
H 0.01 5.06 2.34  0.11
F -1.74 1.36 -1.91  0.11
C -2.10 2.60 -1.57  -0.61
F -3.41 2.59 -1.31  0.13
F -1.94 3.34 -2.68  0.11
S -0.97 3.30 -0.19  0.65
O 0.22 2.53 -0.49  -0.35
O -0.90 4.68 -0.54  -0.25
N -1.71 3.13 1.15  -0.28
S -2.08 1.98 2.18  0.66
O -3.36 1.39 1.92  -0.24
O -1.12 1.24 2.94  -0.26
C -2.56 3.30 3.47  -0.64
F -3.43 4.22 3.02  0.11
F -3.14 2.75 4.56  0.11
F -1.49 3.96 3.92  0.11
C -1.19 -4.04 -0.79  -0.05
C -1.39 -3.21 -2.06  -0.19
N -0.40 -3.52 -3.06  -0.06
C -0.71 -4.55 -4.02  -0.21
C -0.25 -5.96 -3.63  -0.07
C 0.88 -3.02 -3.10  -0.40
O 1.70 -3.57 -3.83  0.03
C 1.23 -1.73 -2.46  -0.06
C 2.16 -0.97 -3.23  0.02
C 2.51 0.29 -2.80  -0.03
C 1.98 0.78 -1.62  -0.09
N 1.18 0.03 -0.81  0.00
C 0.83 -1.19 -1.24  -0.03
H -1.82 -3.66 0.01  0.04
H -0.15 -3.99 -0.48  0.08
H -1.45 -5.09 -0.97  0.06
H -1.35 -2.14 -1.82  0.10
H -2.38 -3.41 -2.49  0.12
H -0.19 -4.29 -4.95  0.12
H -1.79 -4.53 -4.19  0.12
H 0.83 -5.95 -3.49  0.07
H -0.50 -6.66 -4.42  0.07
H -0.72 -6.29 -2.70  0.06
H 2.55 -1.40 -4.13  0.11
H 3.19 0.89 -3.38  0.11
H 2.21 1.78 -1.28  0.11
H 0.25 -1.76 -0.52  0.11

***

Number 1: strongest force on any atom 0.0712 hartree/bohr. Number 2: strongest force on any atom 0.0275 hartree/bohr. Number 3: strongest force on any atom 0.3772 hartree/bohr. Number 4: strongest force on any atom 0.0720 hartree/bohr.